C4H12OP2 as an isolated structure. Source: the OMol25 dataset; level of theory: the ωB97M-V functional and the def2-TZVPD basis.

Structure (XYZ):
```
19
C4H12OP2 the ωB97M-V functional and the def2-TZVPD basis
C -1.84 0.54 -1.40
C -1.71 0.62 1.39
C 1.56 -0.57 1.56
C 1.68 -0.67 -1.55
O 0.93 2.31 -0.03
P -1.24 -0.63 -0.03
P 0.81 0.07 -0.06
H -1.97 -0.15 -2.37
H -1.07 1.25 -1.43
H -2.92 0.76 -1.11
H -2.78 0.86 1.11
H -1.08 1.41 1.31
H -1.52 0.10 2.31
H 1.17 -1.51 1.72
H 2.55 -0.28 1.54
H 1.13 0.03 2.38
H 0.90 -0.67 -2.30
H 2.55 0.02 -1.63
H 2.03 -1.66 -1.07
```

Properties
- ΔE to the lowest compared entry with this formula, charge and spin: 491.8 kJ/mol
- Multiplicity: 1
- Lowest unoccupied orbital energy (alpha / beta): 0.17 / 0.18 eV
- Orbital gap (alpha / beta): 0.319 / 0.319 Eh
- HOMO energy (alpha / beta): -8.51 / -8.51 eV



A 2-piece molecular cluster, C4H12OS overall. Source: the OMol25 dataset; level of theory: the ωB97M-V functional and the def2-TZVPD basis.

Structure (XYZ):
```
18
C4H12OS the ωB97M-V functional and the def2-TZVPD basis
C 0.43 1.09 -1.51
C -2.10 0.88 -0.39
S -1.32 1.43 -1.92
H 0.50 1.21 -0.46
H 0.65 0.12 -1.87
H 0.93 2.09 -1.95
H -1.46 0.96 0.60
H -2.74 -0.05 -0.44
H -2.90 1.59 -0.19
C 1.47 -1.00 1.95
C 0.55 -2.08 2.55
O 2.22 -1.60 0.89
H 0.94 -0.21 1.32
H 2.31 -0.64 2.60
H 1.19 -2.85 3.10
H 2.09 -1.16 0.10
H 0.00 -2.72 1.88
H -0.20 -1.70 3.18
```

Properties
- ΔE to the lowest compared entry with this formula, charge and spin: 215.4 kJ/mol
- Multiplicity: 1
- Lowest unoccupied orbital energy: 0.83 eV
- Orbital gap: 0.349 Eh
- SMILES: CCO.CSC
- HOMO energy: -8.66 eV



A 2-piece molecular cluster, C4H12OS overall. Source: the OMol25 dataset; level of theory: the ωB97M-V functional and the def2-TZVPD basis.

Structure (XYZ):
```
18
C4H12OS the ωB97M-V functional and the def2-TZVPD basis
C -1.78 -1.14 2.25
C -0.96 0.06 1.83
S -1.59 0.62 0.13
H -2.81 -0.82 2.46
H -1.86 -1.88 1.47
H -1.34 -1.69 3.09
H 0.07 -0.27 1.80
H -1.11 0.98 2.39
H -2.41 1.56 0.61
C 1.58 -0.44 -1.59
O 1.86 0.02 -0.26
C 2.58 0.24 -2.55
H 0.54 -0.24 -1.87
H 1.68 -1.54 -1.65
H 1.18 -0.45 0.22
H 2.16 1.25 -2.58
H 2.68 -0.25 -3.51
H 3.51 0.28 -1.98
```

Properties
- ΔE to the lowest compared entry with this formula, charge and spin: 108.8 kJ/mol
- Multiplicity: 1
- Lowest unoccupied orbital energy: 0.74 eV
- Orbital gap: 0.366 Eh
- SMILES: CCO.CCS
- HOMO energy: -9.22 eV



A 2-piece molecular cluster, C4H12OS overall. Source: the OMol25 dataset; level of theory: the ωB97M-V functional and the def2-TZVPD basis.

Structure (XYZ):
```
18
C4H12OS the ωB97M-V functional and the def2-TZVPD basis
S 1.68 -1.54 -1.32
C 1.63 -0.84 1.40
C 1.72 -2.02 0.44
H 0.46 -0.97 -1.28
H 2.45 -0.13 1.20
H 1.71 -1.19 2.44
H 0.67 -0.31 1.27
H 2.69 -2.55 0.55
H 0.91 -2.75 0.63
O -1.17 0.60 -0.61
C -0.49 1.84 -0.67
C -2.56 0.81 -0.52
H 0.59 1.63 -0.74
H -0.67 2.45 0.23
H -0.79 2.43 -1.55
H -2.83 1.37 0.39
H -2.96 1.35 -1.39
H -3.05 -0.18 -0.47
```

Properties
- ΔE to the lowest compared entry with this formula, charge and spin: 94.7 kJ/mol
- Multiplicity: 1
- Lowest unoccupied orbital energy: 0.95 eV
- Orbital gap: 0.356 Eh
- SMILES: CCS.COC
- HOMO energy: -8.75 eV



A 2-piece molecular cluster, C4H12OS overall. Source: the OMol25 dataset; level of theory: the ωB97M-V functional and the def2-TZVPD basis.

Structure (XYZ):
```
18
C4H12OS the ωB97M-V functional and the def2-TZVPD basis
C -0.64 1.80 -0.98
C 0.54 0.87 -0.71
C 1.47 1.28 0.38
S 0.85 0.92 2.09
C 0.85 -1.03 2.15
H -0.72 2.14 -2.05
H -1.61 1.27 -0.73
H -0.52 2.67 -0.30
H 1.17 0.91 -1.75
H 0.19 -0.23 -0.69
H 1.53 2.34 0.33
H 2.52 1.11 0.03
H 1.64 -1.32 1.52
H 0.93 -1.36 3.31
H 0.03 -1.67 1.79
H -2.94 -4.24 -4.75
H -3.79 -3.02 -3.97
O -3.16 -3.85 -3.90
```

Properties
- ΔE to the lowest compared entry with this formula, charge and spin: 193.2 kJ/mol
- Multiplicity: 1
- Lowest unoccupied orbital energy: 0.84 eV
- Orbital gap: 0.350 Eh
- SMILES: CCCSC.O
- HOMO energy: -8.69 eV



A 2-piece molecular cluster, C4H12OS overall. Source: the OMol25 dataset; level of theory: the ωB97M-V functional and the def2-TZVPD basis.

Structure (XYZ):
```
18
C4H12OS the ωB97M-V functional and the def2-TZVPD basis
C 1.26 -0.11 -1.07
C -0.24 0.05 -1.47
C -0.94 -1.31 -1.53
S -0.83 -2.27 0.00
C -1.15 -1.03 1.29
H 1.62 -0.95 -1.65
H 1.84 0.76 -1.36
H 1.47 -0.33 -0.02
H -0.16 0.54 -2.45
H -0.72 0.77 -0.82
H -0.58 -1.89 -2.41
H -1.95 -1.21 -1.94
H -0.26 -0.98 1.91
H -1.43 -0.01 1.03
H -2.01 -1.28 1.93
H 1.14 3.79 3.21
H 1.22 2.32 2.57
O 1.71 3.14 2.76
```

Properties
- ΔE to the lowest compared entry with this formula, charge and spin: 78.3 kJ/mol
- Multiplicity: 1
- Lowest unoccupied orbital energy: 0.57 eV
- Orbital gap: 0.336 Eh
- SMILES: CCCSC.O
- HOMO energy: -8.56 eV



- The highest ΔE to the lowest compared entry with this formula, charge and spin belongs to which entry?
  C4H12OP2